#one
17
Properties=species:S:1:pos:R:3:mulliken_charge:R:1 method="wB97M-V/def2-TZVPD" orbital_gap_ha=0.3599 lumo_ev=1.03
C -2.19475 -0.91614 -0.13117 -0.872
C -1.39529 0.41344 0.24277 -1.083
C 0.20868 0.47718 0.09315 1.190
C 0.92063 -0.46395 1.13028 -0.672
C 0.90685 -0.26733 -1.11308 -0.816
H -2.22007 -1.57516 0.88187 0.225
H -3.41506 -0.55955 -0.63954 0.247
H -1.78871 -1.36592 -0.97874 0.310
H -1.80303 0.91316 1.00968 0.590
H -1.55436 1.37317 -0.48332 0.319
H 1.71617 0.10502 1.55953 0.320
H 0.42081 -1.14688 1.85754 0.243
H 2.59438 -1.28694 -0.29334 0.261
H 0.15180 -0.67487 -1.88728 0.174
H 1.54612 0.40535 -1.55302 0.355
N 1.50588 -1.11624 -0.07840 -0.448
F 0.34823 1.79635 -0.02848 -0.343

#two
17
Properties=species:S:1:pos:R:3:mulliken_charge:R:1 method="wB97M-V/def2-TZVPD" smiles=C[C@]1(CF)C[C@H]1N orbital_gap_ha=0.3567 lumo_ev=1.00
C 2.10186 -0.22134 -0.37245 -1.605
C 0.66557 0.00929 0.01691 1.304
C 0.22314 1.41346 -0.18314 -0.682
F -1.10820 1.60050 0.18059 -0.322
C 0.09649 -0.78089 1.19606 -0.920
C -0.30158 -1.15193 -0.17088 -0.315
N -1.68963 -1.14405 -0.51934 -0.690
H 2.70358 0.66030 -0.07579 0.398
H 2.58032 -1.13816 0.02667 0.326
H 2.08293 -0.25784 -1.47433 0.352
H 0.85861 2.07323 0.43378 0.320
H 0.32593 1.69653 -1.23490 0.300
H -0.61435 -0.20135 1.73568 0.301
H 0.76384 -1.48453 1.72840 0.251
H 0.21763 -2.01293 -0.53950 0.431
H -2.09303 -0.37268 -0.03093 0.294
H -1.73713 -0.97019 -1.47804 0.258

Most stable structure: #two

#one
18
Properties=species:S:1:pos:R:3:mulliken_charge:R:1 method="wB97M-V/def2-TZVPD" smiles=CSSCCN.O orbital_gap_ha=0.3538 lumo_ev=0.80
C -2.86542 -0.76116 -1.00800 -0.775
S -1.59319 -0.40702 0.27108 -0.022
S 0.13247 -0.92772 -0.73411 -0.155
C 0.78239 0.66278 -1.33076 -0.701
C 1.05486 1.64508 -0.22573 -0.321
N 2.34498 1.37015 0.40880 -0.583
H -2.50161 -0.29241 -1.91161 0.232
H -3.71578 -0.26052 -0.56192 0.317
H -2.98904 -1.83029 -1.10888 0.281
H 1.68258 0.39253 -1.87515 0.358
H 0.14835 1.02335 -2.12084 0.341
H 1.11547 2.67213 -0.58718 0.405
H 0.27274 1.59805 0.51537 0.234
H 2.18774 0.81271 1.23483 0.230
H 2.83113 2.20348 0.67431 0.206
O 1.39759 -0.45022 2.74578 -0.662
H 2.02480 -0.88137 3.33994 0.304
H 1.52146 -0.88228 1.88849 0.310

#two
18
Properties=species:S:1:pos:R:3:mulliken_charge:R:1 method="wB97M-V/def2-TZVPD" smiles=CNCCSS.O orbital_gap_ha=0.3137 lumo_ev=0.40
C -0.42316 -1.09978 1.03038 -0.954
N 0.68990 -1.60823 0.20608 -0.294
C 0.08132 -2.39099 -0.93493 -0.541
C 0.23950 -1.48053 -2.17788 -0.696
S 1.69577 -0.25845 -2.10046 -0.055
S 0.90331 1.63023 -1.97178 -0.220
H -1.09794 -0.49842 0.34971 0.296
H -0.04477 -0.35914 1.69827 0.313
H -0.99940 -1.93475 1.44188 0.365
H 1.11263 -2.31832 0.80128 0.216
H 0.72149 -3.30938 -0.93339 0.359
H -0.96311 -2.61324 -0.71366 0.320
H -0.71726 -0.97349 -2.37165 0.354
H 0.38379 -2.11626 -3.05181 0.399
H 1.45580 2.39939 -1.03684 0.138
O -1.33558 5.58154 3.35176 -0.643
H -0.68943 4.88201 3.24235 0.320
H -1.01287 6.46780 3.17069 0.323

#three
18
Properties=species:S:1:pos:R:3:mulliken_charge:R:1 method="wB97M-V/def2-TZVPD" orbital_gap_ha=0.1881 lumo_ev=-3.83
S 1.82959 -3.01830 1.52049 -0.198
S -0.69268 2.66077 -2.89074 -0.189
C -1.46951 1.38049 -1.80809 -0.550
C -0.90624 1.01792 -0.27916 -0.627
N -0.34153 -0.28004 -0.05406 -0.121
C -0.75698 -1.30007 0.90139 -0.265
H 0.49294 2.40835 -2.31496 0.112
H -1.31765 0.37163 -2.23796 0.328
H -2.61681 1.52664 -1.73930 0.286
H -0.17470 1.82525 -0.07628 0.350
H -1.66919 1.24131 0.44864 0.340
H 0.49220 -0.48895 -0.50586 0.248
H -1.23180 -0.89511 1.78901 0.283
H -1.52461 -2.02333 0.42741 0.297
H 0.02147 -1.95511 1.31263 -0.316
H 3.33385 -1.51563 1.58069 0.275
H 3.05801 -0.39408 2.37013 0.317
O 3.47363 -0.56175 1.55601 -0.570

#four
18
Properties=species:S:1:pos:R:3:mulliken_charge:R:1 method="wB97M-V/def2-TZVPD" smiles=CNCCSS.O orbital_gap_ha=0.3291 lumo_ev=0.09
C -0.10194 -1.51696 2.88237 -0.943
N -0.04783 -0.88474 1.50554 -0.299
C 0.90033 -1.40800 0.57422 -0.680
C 0.06643 -1.97247 -0.67479 -0.572
S -0.10290 -0.67095 -1.99526 -0.132
S 0.44721 1.29608 -1.40745 -0.237
H -0.29032 -2.52555 2.94093 0.381
H -0.86156 -0.89029 3.47285 0.279
H 0.81493 -1.41112 3.50425 0.309
H 0.19299 0.11385 1.63351 0.234
H 1.70830 -0.71041 0.35072 0.457
H 1.53308 -2.30287 0.86165 0.291
H -0.85841 -2.39568 -0.33637 0.354
H 0.45194 -2.81147 -1.20253 0.396
H 1.63931 1.47868 -2.03441 0.162
O -1.47048 3.69245 1.93629 -0.661
H -2.11239 4.23061 1.37080 0.326
H -0.81709 3.26032 1.16212 0.335

Most stable structure: #one

#one
18
Properties=species:S:1:pos:R:3:mulliken_charge:R:1 method="wB97M-V/def2-TZVPD" smiles=CSSCCN.O orbital_gap_ha=0.2531 lumo_ev=-1.16
C -1.63636 -1.88343 1.51895 -0.768
S -1.54615 -0.15527 1.98545 -0.013
S 0.47165 0.19306 1.73037 -0.271
C 2.12654 0.87317 0.79205 -0.526
C 1.62019 0.76266 -0.75902 -0.446
N 0.51213 1.71455 -1.00089 -0.532
H -1.41948 -2.47668 2.40133 0.327
H -0.80504 -2.03285 0.82738 0.226
H -2.60176 -2.07246 1.03939 0.295
H 2.22857 1.85371 1.22144 0.325
H 2.90034 0.14685 1.08444 0.338
H 2.47411 1.24563 -1.25744 0.329
H 1.28499 -0.25540 -1.09263 0.274
H 0.96395 2.61671 -0.91971 0.272
H -0.04875 1.73970 -0.16229 0.171
O -2.22795 -1.06023 -2.66176 -0.641
H -2.09116 -1.04312 -1.71176 0.312
H -2.20583 -0.16659 -3.03532 0.327

#two
18
Properties=species:S:1:pos:R:3:mulliken_charge:R:1 method="wB97M-V/def2-TZVPD" smiles=C[C@@H](N)CSS.O orbital_gap_ha=0.3154 lumo_ev=0.34
C -0.94571 1.72763 2.52719 -1.466
C 0.03464 1.14011 1.53514 0.371
N 0.65589 -0.09016 1.98103 -0.542
C -0.63138 0.95641 0.14454 -0.880
S 0.63686 0.74312 -1.10770 -0.039
S -0.30981 -0.75298 -2.28577 -0.225
H -1.85727 1.12548 2.62537 0.333
H -0.54211 1.87038 3.53177 0.375
H -1.36423 2.71446 2.29063 0.392
H 0.88192 1.81562 1.34217 0.185
H 0.61306 -0.27163 2.97821 0.231
H 0.21461 -0.89787 1.56886 0.269
H -1.31075 0.10320 0.26840 0.433
H -1.32178 1.77390 -0.06032 0.426
H 0.46152 -0.35514 -3.33117 0.143
O 0.23318 -3.12258 0.60477 -0.650
H 1.12112 -3.30538 0.99526 0.327
H 0.41607 -3.01045 -0.33918 0.318

Most stable structure: #two

#one
18
Properties=species:S:1:pos:R:3:mulliken_charge:R:1 method="wB97M-V/def2-TZVPD" smiles=C[C@@H](N)CSS.O orbital_gap_ha=0.3341 lumo_ev=0.43
C 2.02802 1.27470 -0.71657 -1.451
C 0.73630 0.46708 -0.79619 0.091
N 0.91668 -0.84085 -0.19935 -0.564
C -0.47738 1.10838 -0.10158 -0.704
S -1.99037 0.13497 -0.39274 -0.125
S -3.08184 0.61488 1.33449 -0.195
H 2.08798 1.54495 0.34132 0.334
H 2.86537 0.67527 -1.05004 0.383
H 1.95338 2.21567 -1.27305 0.347
H 0.49278 0.32990 -1.85715 0.288
H 0.39259 -1.56899 -0.62706 0.381
H 1.22656 -0.91623 0.75100 0.210
H -0.24295 1.33529 0.94396 0.462
H -0.64386 2.13941 -0.44817 0.469
H -3.22016 -0.67604 1.66626 0.164
O -0.96028 -2.59078 1.22680 -0.624
H -0.55322 -2.08497 0.49803 0.216
H -1.52961 -3.16266 0.70004 0.320

#two
18
Properties=species:S:1:pos:R:3:mulliken_charge:R:1 method="wB97M-V/def2-TZVPD" smiles=NCCCSS.O orbital_gap_ha=0.3417 lumo_ev=0.43
N -1.60879 -1.86097 -2.06585 -0.529
C -0.45912 -1.21015 -1.37090 -0.448
C -0.75962 -0.87917 0.17849 -0.773
C 0.01232 0.30070 0.57875 -0.361
S 1.68285 -0.09828 0.85766 -0.087
S 2.63815 1.77802 0.65545 -0.227
H -1.57252 -1.95847 -3.01967 0.185
H -1.66577 -2.72244 -1.58678 0.203
H -0.16242 -0.21357 -1.79843 0.396
H 0.50417 -1.85207 -1.35883 0.261
H -0.41870 -1.92274 0.73066 0.326
H -1.81595 -0.80278 0.38166 0.282
H -0.48612 0.69255 1.64978 0.294
H -0.42897 0.88427 -0.26815 0.339
H 2.07141 2.04367 1.83074 0.158
O -4.66670 0.35285 -0.16844 -0.668
H -3.99713 0.21345 -0.92869 0.334
H -5.33022 -0.30192 -0.35163 0.315

Most stable structure: #one